Record 1
Molecular formula: C12H34BHfN3NbO
Method: DFT, ωB97M-V with the def2-TZVPD basis set

```
53
Properties=species:S:1:pos:R:3
C -1.329 5.566 2.703
C -1.984 4.435 1.919
C -1.056 3.249 1.704
C 0.083 3.616 0.752
C 0.526 2.535 -0.216
C -0.601 1.856 -1.003
C -0.046 0.996 -2.155
C -0.847 -0.247 -2.618
C -1.814 -0.901 -1.616
Nb -0.901 -2.167 -0.029
C 1.235 -1.408 -0.355
C 2.356 -2.128 0.563
N 3.699 -1.432 0.474
N 2.535 -3.468 0.092
N 2.007 -2.174 2.033
B -0.626 -3.995 -1.508
C -1.420 -5.266 -1.008
O 0.105 -3.868 -2.559
H -0.687 5.129 3.454
H -0.712 6.207 2.094
H -2.091 6.140 3.198
H -2.822 4.088 2.502
H -2.391 4.764 0.974
H -0.622 2.958 2.657
H -1.662 2.424 1.348
H 0.941 3.859 1.364
H -0.106 4.513 0.184
H 1.148 1.782 0.394
H 1.207 2.973 -0.932
H -1.191 1.303 -0.290
H -1.176 2.676 -1.401
H 0.976 0.739 -1.918
H 0.030 1.634 -3.017
H -0.139 -0.979 -2.981
H -1.435 0.018 -3.479
H -2.513 -1.501 -2.191
H -2.455 -0.214 -1.063
H -1.153 -0.862 1.225
H -0.297 -3.232 1.320
H -2.552 -2.793 0.393
H 1.596 -1.393 -1.373
H 1.218 -0.293 -0.064
H 3.627 -0.432 0.294
H 4.242 -1.868 -0.263
H 3.417 -3.848 0.434
H 2.585 -3.414 -0.917
H 1.652 -3.092 2.304
H 1.325 -1.472 2.333
H -0.889 -6.097 -1.457
H -1.446 -5.401 0.063
H -2.424 -5.176 -1.408
H 0.925 -4.399 -2.516
Hf 1.921 0.055 1.566
```

Output
Net charge: +3
Highest occupied orbital energy in eV: -18.00
Frontier orbital gap in eV: 4.595
E_LUMO in Eh: -0.492

Atom charges from the Mulliken analysis, given in e for atoms 1 to 8: number 1, C, carries -1.174; number 2, C, carries -0.822; number 3, C, carries -0.318; number 4, C, carries -1.174; number 5, C, carries 0.617; number 6, C, carries -0.075; number 7, C, carries -1.044; number 8, C, carries -0.685

***

Record 2
Molecular formula: C4H6N2O7S
Method: DFT, ωB97M-V with the def2-TZVPD basis set

```
20
Properties=species:S:1:pos:R:3
C -2.218 -0.131 0.286
C 0.686 1.722 0.186
C -0.857 -0.467 -0.404
C 0.257 0.007 0.531
N 0.146 -0.301 1.867
N -0.849 -0.133 -1.728
O -2.800 0.788 -0.356
O 0.601 2.428 1.206
O 2.935 -0.809 0.849
O -2.709 -0.789 1.260
O 1.211 1.935 -0.901
O 2.011 -0.462 -1.498
O 1.480 -2.458 -0.083
S 1.756 -1.035 -0.005
H -0.813 -1.629 -0.244
H -0.836 -0.517 2.104
H 0.244 0.572 2.434
H 1.720 0.528 -1.535
H -0.163 0.590 -1.991
H -1.802 0.160 -1.979
```

Output
Net charge: -2
Highest occupied orbital energy in eV: -1.53
Energy relative to the best compared isomer or geometry (same formula, charge and spin) in kcal per mole: 0.0
Frontier orbital gap in eV: 7.378
SMILES string: N[C@H](C(=O)[O-])[C@](N)(C(=O)[O-])S(=O)(=O)O
E_LUMO in Eh: 0.215

Atom charges from the Mulliken analysis, given in e for atoms 1 to 8: number 1, C, carries 0.475; number 2, C, carries 0.689; number 3, C, carries 0.369; number 4, C, carries -0.300; number 5, N, carries -0.751; number 6, N, carries -0.615; number 7, O, carries -0.783; number 8, O, carries -0.768

***

Record 3
Molecular formula: C20H54MnN5SSi4Te
Method: DFT, ωB97M-V with the def2-TZVPD basis set

```
86
Properties=species:S:1:pos:R:3
Mn 1.303 1.637 0.660
C 2.556 3.307 2.139
C 1.099 2.903 2.331
N 0.212 3.280 1.227
C 0.319 4.625 0.660
C 1.358 4.689 -0.490
N 1.758 3.340 -0.920
C 3.189 3.221 -1.220
C 3.977 3.264 0.095
N 3.214 2.515 1.101
H 3.064 3.171 3.107
H 2.623 4.377 1.910
H 0.748 3.291 3.298
H 1.075 1.779 2.361
H -0.753 3.143 1.537
H 0.569 5.358 1.435
H -0.662 4.888 0.262
H 2.243 5.236 -0.166
H 0.927 5.249 -1.325
H 1.249 3.123 -1.778
H 3.544 3.997 -1.906
H 3.331 2.240 -1.688
H 4.141 4.296 0.416
H 4.957 2.812 -0.067
H 3.833 1.842 1.550
C -1.091 -1.496 2.755
Si -2.623 -0.636 2.007
C -2.603 1.155 2.692
C -4.263 -1.506 2.411
Si -2.399 -0.585 -0.408
Te -0.246 0.702 -1.055
Si -2.025 -2.836 -1.373
C -3.621 -3.867 -1.320
C -0.643 -3.626 -0.311
C -1.422 -2.597 -3.168
Si -4.129 0.655 -1.636
C -3.506 1.146 -3.364
C -5.676 -0.449 -1.702
C -4.469 2.216 -0.587
H -1.055 -1.369 3.834
H -0.173 -1.076 2.343
H -1.081 -2.561 2.556
H -3.064 1.205 3.675
H -3.135 1.848 2.049
H -1.580 1.505 2.806
H -4.357 -1.689 3.478
H -4.339 -2.465 1.910
H -5.118 -0.910 2.110
H -3.945 -4.078 -0.307
H -3.471 -4.824 -1.813
H -4.438 -3.371 -1.832
H -1.029 -3.975 0.640
H 0.157 -2.922 -0.105
H -0.212 -4.489 -0.811
H -2.250 -2.349 -3.823
H -0.970 -3.504 -3.559
H -0.694 -1.793 -3.241
H -3.285 0.277 -3.973
H -2.598 1.738 -3.301
H -4.250 1.734 -3.893
H -5.607 -1.194 -2.488
H -6.557 0.151 -1.910
H -5.855 -0.969 -0.767
H -3.557 2.777 -0.409
H -4.910 1.967 0.374
H -5.163 2.881 -1.093
C 4.355 -2.978 2.637
C 4.866 -1.952 1.633
N 4.186 -2.034 0.353
C 3.095 -1.362 0.012
S 2.321 -0.380 1.185
N 2.580 -1.443 -1.208
C 3.101 -2.217 -2.322
C 2.663 -3.677 -2.285
H 4.909 -2.871 3.565
H 4.500 -3.990 2.267
H 3.299 -2.816 2.838
H 5.930 -2.106 1.447
H 4.724 -0.946 2.036
H 4.557 -2.710 -0.300
H 1.712 -0.919 -1.357
H 4.192 -2.137 -2.336
H 2.721 -1.751 -3.231
H 3.002 -4.179 -1.383
H 3.081 -4.195 -3.142
H 1.581 -3.744 -2.337
```

Output
Net charge: +2
Highest occupied orbital energy (spin up / spin down) in eV: -12.60 / -12.73
2S+1: 5
Frontier orbital gap (spin up / spin down) in eV: 5.257 / 7.081
⟨S²⟩: 6.488
E_LUMO (spin up / spin down) in Eh: -0.270 / -0.207

Atom charges from the Mulliken analysis, given in e for atoms 1 to 8: number 1, Mn, carries 0.147; number 2, C, carries -0.889; number 3, C, carries -0.125; number 4, N, carries 0.182; number 5, C, carries -0.923; number 6, C, carries -0.677; number 7, N, carries -0.074; number 8, C, carries -0.699

***

Record 4
Molecular formula: C14H16Br2N2O2PPtS2
Method: DFT, ωB97M-V with the def2-TZVPD basis set

```
40
Properties=species:S:1:pos:R:3
Pt -0.258 -0.547 -0.038
Br 4.790 3.870 0.021
C 3.449 2.592 -0.035
C 3.460 1.517 0.846
C 2.440 0.595 0.767
N 1.449 0.709 -0.129
C 1.432 1.745 -0.989
C 2.420 2.704 -0.968
C 0.286 1.742 -1.923
C 0.119 2.648 -2.945
C -1.022 2.562 -3.742
Br -1.276 3.770 -5.124
C -1.962 1.572 -3.487
C -1.723 0.696 -2.452
N -0.623 0.772 -1.688
H 4.240 1.404 1.585
H 2.406 -0.264 1.422
H 2.407 3.537 -1.655
H 0.851 3.418 -3.138
H -2.858 1.480 -4.084
H -2.420 -0.099 -2.221
C 1.112 -3.773 3.363
C -0.285 -4.094 3.829
O -1.378 -3.649 2.912
P -1.487 -2.559 1.834
S -0.633 -0.743 2.167
S -0.443 -2.781 0.057
O -2.982 -2.492 1.443
C -4.155 -2.725 2.328
C -4.487 -4.188 2.451
H 1.807 -4.083 4.143
H 1.256 -2.707 3.205
H 1.366 -4.310 2.449
H -0.522 -3.651 4.792
H -0.447 -5.166 3.891
H -4.948 -2.179 1.828
H -3.959 -2.250 3.289
H -4.767 -4.611 1.488
H -5.338 -4.280 3.127
H -3.665 -4.765 2.870
```

Output
Net charge: +2
Highest occupied orbital energy (spin up / spin down) in eV: -15.33 / -15.48
2S+1: 2
Frontier orbital gap (spin up / spin down) in eV: 6.949 / 6.724
⟨S²⟩: 0.760
E_LUMO (spin up / spin down) in Eh: -0.308 / -0.322

Atom charges from the Mulliken analysis, given in e for atoms 1 to 8: number 1, Pt, carries 0.776; number 2, Br, carries -0.041; number 3, C, carries -0.073; number 4, C, carries -0.675; number 5, C, carries -0.119; number 6, N, carries -0.455; number 7, C, carries 0.518; number 8, C, carries -0.448

***

Record 5
Molecular formula: C34H57N3O18
Method: DFT, ωB97M-V with the def2-TZVPD basis set

```
112
Properties=species:S:1:pos:R:3
C -6.308 3.186 -0.677
C -4.939 3.316 0.044
C -5.090 2.732 1.567
O -3.912 2.080 1.822
C -3.241 1.790 0.636
O -2.048 1.340 0.564
O -3.984 2.340 -0.478
H -7.164 3.754 -0.387
H -6.769 2.185 -0.710
H -6.234 3.514 -1.750
H -4.395 4.244 -0.093
H -5.908 2.041 1.477
H -5.396 3.336 2.385
C 2.757 2.879 4.962
C 1.457 3.067 4.090
C 0.243 3.271 4.888
O 0.133 4.696 4.920
C 0.839 5.180 4.044
O 0.808 6.373 3.750
O 1.608 4.307 3.411
H 2.453 2.245 5.752
H 3.090 3.885 5.395
H 3.654 2.442 4.504
H 1.267 2.366 3.263
H 0.271 2.915 5.891
H -0.625 2.949 4.330
C -1.685 1.199 -3.803
C -0.321 0.593 -3.470
C 0.768 1.256 -4.472
O 1.217 2.378 -3.793
C 0.943 2.388 -2.565
O 1.360 3.165 -1.645
O 0.143 1.314 -2.249
H -1.624 2.203 -4.018
H -2.434 0.973 -3.005
H -2.083 0.756 -4.770
H -0.348 -0.548 -3.368
H 0.486 1.644 -5.505
H 1.636 0.675 -4.630
C -0.037 -4.884 -5.178
C -0.923 -4.674 -3.983
C -0.322 -4.090 -2.837
O -1.024 -2.928 -2.670
C -2.016 -2.783 -3.472
O -2.715 -1.823 -3.654
O -1.971 -3.775 -4.242
H -0.634 -5.300 -5.942
H 0.788 -5.550 -4.943
H 0.416 -4.086 -5.726
H -1.350 -5.654 -3.815
H 0.717 -3.866 -2.805
H -0.401 -4.692 -1.994
C 5.075 5.742 3.943
O 5.947 5.234 3.009
C 5.667 4.373 2.144
O 4.349 3.933 1.929
O 6.718 3.902 1.425
C 6.407 2.766 0.522
H 4.949 5.035 4.755
H 4.189 6.129 3.477
H 5.532 6.606 4.562
H 6.757 1.807 0.930
H 6.832 3.070 -0.397
H 5.335 2.624 0.382
C -3.819 -6.709 -2.779
O -2.909 -6.237 -1.840
C -3.220 -5.216 -1.043
O -4.403 -4.489 -1.158
O -2.382 -5.073 -0.011
C -2.580 -4.086 1.030
H -3.450 -7.711 -3.142
H -3.935 -6.040 -3.561
H -4.803 -6.982 -2.358
H -1.796 -3.314 1.096
H -2.436 -4.605 1.921
H -3.557 -3.560 1.027
C -3.216 -1.533 5.444
C -3.123 -1.357 3.875
C -2.191 -0.259 3.321
C -1.005 -0.151 4.137
N -0.078 -0.074 4.738
H -2.180 -1.728 5.951
H -3.957 -2.304 5.658
H -3.590 -0.638 5.902
H -4.084 -1.240 3.381
H -2.783 -2.379 3.599
H -2.618 0.686 3.276
H -1.914 -0.524 2.337
C 3.904 -2.096 -4.315
C 3.233 -1.738 -2.967
C 3.644 -0.266 -2.556
C 4.912 -0.247 -1.823
N 5.912 -0.187 -1.247
H 5.003 -2.128 -4.381
H 3.650 -1.402 -5.086
H 3.480 -2.986 -4.745
H 3.543 -2.327 -2.100
H 2.140 -1.656 -3.181
H 2.906 0.304 -1.915
H 3.810 0.430 -3.362
C 1.207 -1.913 -0.441
C 0.824 -1.096 0.851
C 0.926 0.456 0.797
C 2.242 0.961 0.859
N 3.364 1.419 0.912
H 0.710 -1.678 -1.314
H 1.031 -3.000 -0.364
H 2.257 -1.819 -0.639
H 1.557 -1.496 1.576
H -0.098 -1.415 1.280
H 0.558 0.938 1.712
H 0.404 0.917 -0.086
```

Output
Net charge: 0
Highest occupied orbital energy in eV: -8.62
Energy relative to the best compared isomer or geometry (same formula, charge and spin) in kcal per mole: 92.9
Frontier orbital gap in eV: 8.735
SMILES string: C[C@H]1COC(=O)O1.C[C@H]1COC(=O)O1.C[C@H]1COC(=O)O1.C[C@H]1COC(=O)O1.COC(=O)OC.COC(=O)OC.CCCC#N.CCCC#N.CCCC#N
E_LUMO in Eh: 0.004

Atom charges from the Mulliken analysis, given in e for atoms 1 to 8: number 1, C, carries -1.444; number 2, C, carries 0.337; number 3, C, carries -0.692; number 4, O, carries -0.282; number 5, C, carries 0.271; number 6, O, carries -0.172; number 7, O, carries -0.245; number 8, H, carries 0.420

***

Record 6
Molecular formula: C47H53F3N4S2SeTc
Method: DFT, ωB97M-V with the def2-TZVPD basis set

```
111
Properties=species:S:1:pos:R:3
Tc 0.628 -1.438 0.984
C -3.111 2.616 2.171
C -1.978 2.180 1.263
C -1.931 3.075 0.041
C -0.608 2.132 1.936
C 0.136 3.295 2.034
C 1.309 3.380 2.780
C 1.678 2.308 3.565
C 0.908 1.114 3.568
C 1.317 0.048 4.550
C 2.602 -0.786 4.227
C 0.237 -0.823 5.198
C -0.123 0.996 2.619
N -0.587 -0.372 2.172
C -1.749 -0.833 2.699
C -2.399 -1.953 2.205
C -3.566 -2.235 2.980
C -4.463 -3.208 2.653
C -4.149 -4.037 1.561
C -3.012 -3.811 0.755
C -2.068 -2.741 1.037
N -1.060 -2.377 0.214
C -1.164 -2.759 -1.230
C -0.555 -3.993 -1.649
C -0.938 -4.518 -2.927
C -1.817 -3.879 -3.785
C -2.303 -2.628 -3.398
C -2.039 -2.025 -2.117
C -2.658 -0.724 -1.909
C -2.056 0.439 -2.687
C -4.198 -0.648 -2.303
C 0.358 -4.828 -0.814
C 1.809 -4.874 -1.366
C -0.221 -6.241 -0.593
H -4.064 2.583 1.567
H -2.992 3.650 2.521
H -3.331 2.037 3.081
H -2.249 1.215 0.925
H -1.732 4.164 0.257
H -2.890 2.963 -0.488
H -1.153 2.763 -0.618
H -0.173 4.201 1.442
H 1.798 4.362 2.833
H 2.573 2.316 4.167
H 1.672 0.717 5.431
H 3.046 -0.485 3.214
H 2.402 -1.881 4.186
H 3.345 -0.712 5.049
H 0.115 -1.735 4.609
H -0.760 -0.341 5.290
H 0.505 -1.062 6.233
H -2.351 -0.278 3.469
H -3.779 -1.592 3.816
H -5.420 -3.395 3.206
H -4.783 -4.863 1.268
H -2.866 -4.488 -0.137
H -0.451 -5.524 -3.107
H -2.020 -4.315 -4.776
H -2.968 -2.038 -4.091
H -2.495 -0.501 -0.852
H -2.136 0.452 -3.763
H -0.966 0.503 -2.585
H -2.502 1.384 -2.307
H -4.419 -0.687 -3.391
H -4.598 0.304 -1.952
H -4.759 -1.439 -1.734
H 0.405 -4.329 0.155
H 1.783 -5.548 -2.257
H 2.586 -5.189 -0.648
H 2.060 -3.835 -1.710
H -0.181 -6.817 -1.550
H -1.247 -6.221 -0.166
H 0.437 -6.778 0.095
F 5.419 -2.884 2.749
C 4.862 -4.052 2.323
F 5.016 -4.080 0.913
F 5.542 -5.120 2.749
C 3.407 -4.077 2.656
C 2.872 -4.877 3.663
C 1.484 -4.909 3.776
C 0.717 -4.102 2.960
N 1.248 -3.150 2.110
C 2.629 -3.149 1.910
S 3.207 -1.923 0.899
H 3.499 -5.288 4.425
H 1.080 -5.441 4.617
H -0.387 -4.155 2.904
C 1.704 9.682 -4.128
C 1.800 8.173 -4.169
C 1.107 7.415 -5.130
C 1.135 6.020 -5.205
C 0.267 5.225 -6.136
C 1.773 5.351 -4.094
Se 1.677 3.458 -3.885
C 2.597 6.098 -3.176
C 3.243 5.338 -2.054
C 2.608 7.476 -3.267
H 2.528 10.126 -4.696
H 1.729 10.029 -3.065
H 0.751 9.922 -4.582
H 0.533 7.924 -5.896
H 0.138 5.782 -7.107
H -0.690 4.969 -5.714
H 0.836 4.239 -6.341
H 2.668 4.437 -1.773
H 3.504 6.024 -1.195
H 4.212 5.008 -2.450
H 3.263 7.976 -2.537
S 0.999 -0.095 -0.577
C 1.463 -1.135 -1.823
N 1.889 -1.654 -2.769
```

Output
Net charge: 0
Highest occupied orbital energy (spin up / spin down) in eV: -7.23 / -7.65
2S+1: 4
Frontier orbital gap (spin up / spin down) in eV: 6.584 / 5.967
⟨S²⟩: 3.790
E_LUMO (spin up / spin down) in Eh: -0.024 / -0.062

Atom charges from the Mulliken analysis, given in e for atoms 1 to 8: number 1, Tc, carries -0.627; number 2, C, carries -1.706; number 3, C, carries 2.333; number 4, C, carries -1.783; number 5, C, carries 0.347; number 6, C, carries -0.172; number 7, C, carries -1.372; number 8, C, carries -0.880

***

Quick rundown of F_max, same order as above: 5.024 5.994 4.212 1.318 10.263 4.705 eV/Å